# 1
Computed, not measured: a structure of composition C43H63N6O13P3SY, with ωB97M-V with the def2-TZVPD basis set.

Last column: Löwdin charge in e.
Atoms and positions in Å:
Y  0.933  -0.157  -0.314  1.470
C  1.926  -1.693  -5.025  -0.079
O  2.931  -2.230  -4.175  -0.110
C  3.741  -1.284  -3.578  -0.225
C  5.084  -1.307  -3.861  -0.016
C  5.963  -0.396  -3.264  -0.111
C  5.453  0.539  -2.396  -0.068
C  4.090  0.570  -2.064  -0.144
C  3.639  1.632  -1.195  -0.082
N  2.478  1.729  -0.657  -0.054
N  2.271  2.933  0.018  0.062
C  1.047  3.008  0.463  -0.555
O  0.130  2.123  0.338  -0.198
C  0.703  4.268  1.200  -0.159
C  1.596  5.332  1.306  -0.033
C  1.237  6.478  1.997  -0.089
C  -0.018  6.578  2.588  -0.104
C  -0.911  5.521  2.486  -0.090
C  -0.549  4.373  1.795  -0.040
C  3.188  -0.371  -2.631  -0.299
O  1.929  -0.405  -2.357  -0.190
H  1.367  -2.543  -5.415  0.084
H  2.385  -1.151  -5.861  0.088
H  1.258  -1.029  -4.476  0.076
H  5.444  -2.056  -4.557  0.112
H  7.021  -0.427  -3.489  0.087
H  6.110  1.270  -1.935  0.101
H  4.342  2.449  -1.016  0.119
H  2.568  5.235  0.843  0.104
H  1.939  7.299  2.080  0.096
H  -0.295  7.474  3.130  0.093
H  -1.887  5.592  2.951  0.090
H  -1.216  3.524  1.719  0.081
C  1.035  -9.190  0.664  -0.063
C  0.784  -7.708  0.767  -0.284
C  1.730  -6.857  1.324  -0.032
C  1.504  -5.489  1.407  -0.045
C  0.315  -4.967  0.928  -0.276
C  -0.641  -5.800  0.364  -0.053
C  -0.406  -7.162  0.287  -0.051
S  -0.010  -3.212  1.020  0.561
O  -1.436  -3.107  1.269  -0.342
O  0.842  -2.734  2.101  -0.339
N  0.359  -2.592  -0.388  -0.265
C  1.662  -3.096  -0.887  -0.195
C  2.854  -2.548  -0.085  -0.641
O  3.756  -3.294  0.273  0.028
O  2.785  -1.281  0.166  -0.218
H  1.958  -9.467  1.173  0.069
H  1.122  -9.500  -0.379  0.077
H  0.218  -9.760  1.109  0.074
H  2.666  -7.264  1.689  0.110
H  2.252  -4.820  1.811  0.109
H  -1.565  -5.368  0.001  0.102
H  -1.155  -7.814  -0.149  0.107
H  1.769  -2.758  -1.918  0.097
H  1.723  -4.185  -0.892  0.104
C  0.481  2.753  -4.099  -0.037
C  -0.781  3.435  -3.606  -0.400
C  -0.545  4.293  -2.383  -0.033
O  -1.860  2.473  -3.359  -0.182
P  -1.798  1.258  -2.348  0.489
O  -0.455  0.716  -2.100  -0.290
C  -2.569  1.817  -0.819  -0.202
P  -2.629  0.479  0.382  0.491
O  -1.343  -0.210  0.573  -0.301
O  -3.804  -0.404  -0.190  -0.198
C  -3.831  -1.866  -0.006  -0.408
C  -5.284  -2.244  0.181  -0.042
C  -3.193  -2.510  -1.213  -0.035
O  -3.102  1.083  1.764  -0.145
C  -4.265  1.844  2.149  -0.415
C  -5.465  1.686  1.232  -0.045
C  -3.855  3.295  2.312  -0.051
O  -2.735  0.178  -2.996  -0.159
C  -3.948  0.291  -3.772  -0.419
C  -3.614  0.627  -5.213  -0.040
C  -4.942  1.251  -3.147  -0.045
H  1.164  3.524  -4.463  0.089
H  0.261  2.070  -4.921  0.088
H  0.976  2.190  -3.308  0.067
H  -1.204  4.042  -4.409  0.136
H  -0.084  3.705  -1.592  0.061
H  -1.477  4.728  -2.018  0.089
H  0.138  5.104  -2.635  0.095
H  -3.550  2.253  -0.998  0.061
H  -1.876  2.552  -0.395  0.059
H  -3.241  -2.109  0.875  0.108
H  -5.878  -1.914  -0.675  0.082
H  -5.697  -1.804  1.089  0.073
H  -5.365  -3.328  0.263  0.086
H  -3.734  -2.239  -2.124  0.071
H  -3.221  -3.594  -1.091  0.085
H  -2.145  -2.223  -1.299  0.068
H  -4.522  1.436  3.129  0.144
H  -5.273  2.100  0.240  0.067
H  -6.300  2.236  1.669  0.088
H  -5.753  0.645  1.117  0.068
H  -3.551  3.723  1.354  0.083
H  -3.022  3.379  3.007  0.077
H  -4.694  3.876  2.699  0.087
H  -4.356  -0.720  -3.724  0.132
H  -3.241  1.647  -5.294  0.075
H  -4.510  0.526  -5.828  0.083
H  -2.853  -0.056  -5.589  0.090
H  -4.566  2.275  -3.182  0.082
H  -5.147  0.967  -2.114  0.067
H  -5.877  1.213  -3.708  0.088
C  3.044  -0.824  5.229  -0.196
N  3.960  -0.236  4.256  -0.149
C  4.125  1.178  4.569  -0.207
N  2.873  1.932  4.642  -0.152
C  1.998  1.268  5.605  -0.213
N  1.753  -0.141  5.327  -0.154
C  0.974  -0.317  4.096  -0.309
P  1.820  0.360  2.584  1.045
C  3.471  -0.429  2.885  -0.304
C  2.235  2.019  3.322  -0.316
H  3.521  -0.781  6.213  0.118
H  2.871  -1.868  4.964  0.129
H  4.769  1.636  3.816  0.123
H  4.616  1.255  5.544  0.118
H  1.041  1.796  5.634  0.120
H  2.468  1.343  6.590  0.117
H  0.006  0.180  4.211  0.088
H  0.781  -1.374  3.921  0.063
H  4.190  -0.023  2.171  0.093
H  3.384  -1.493  2.657  0.083
H  1.321  2.613  3.408  0.083
H  2.897  2.553  2.636  0.080

Summary:
F_max ... 0.856 eV/A
E_HOMO ... -4.5 eV
Frontier orbital gap ... 6.5 eV
Total charge ... -1
Relative energy (zero: lowest compared OMol25 entry of this formula, charge and spin) ... 17.3 kcal per mole
DFT total energy ... -4444.0929 a.u.



# 2
Computed, not measured: a structure of composition C43H63N6O13P3SY, with ωB97M-V with the def2-TZVPD basis set.

Last column: Löwdin charge in e.
Atoms and positions in Å:
Y  -1.169  -0.757  0.356  1.519
C  1.721  -3.756  2.036  -0.048
O  2.457  -3.876  0.812  -0.145
C  1.622  -4.353  -0.191  -0.224
C  1.809  -5.616  -0.696  -0.020
C  0.931  -6.130  -1.657  -0.112
C  -0.157  -5.368  -2.027  -0.069
C  -0.370  -4.081  -1.518  -0.141
C  -1.605  -3.417  -1.884  -0.091
N  -2.042  -2.293  -1.452  -0.037
N  -3.336  -2.017  -1.895  0.061
C  -3.760  -0.868  -1.435  -0.487
O  -3.068  -0.031  -0.751  -0.232
C  -5.194  -0.546  -1.704  -0.142
C  -5.770  0.523  -1.024  -0.029
C  -7.099  0.855  -1.245  -0.086
C  -7.856  0.127  -2.151  -0.110
C  -7.283  -0.943  -2.830  -0.099
C  -5.959  -1.282  -2.605  -0.039
C  0.575  -3.501  -0.635  -0.303
O  0.512  -2.293  -0.213  -0.215
H  0.815  -3.160  1.891  0.073
H  1.445  -4.750  2.399  0.105
H  2.372  -3.266  2.758  0.062
H  2.639  -6.204  -0.322  0.111
H  1.075  -7.122  -2.065  0.086
H  -0.890  -5.772  -2.718  0.103
H  -2.270  -3.973  -2.550  0.119
H  -5.165  1.069  -0.311  0.112
H  -7.547  1.681  -0.707  0.098
H  -8.893  0.388  -2.327  0.091
H  -7.876  -1.515  -3.534  0.093
H  -5.496  -2.115  -3.113  0.101
C  0.114  1.090  7.990  -0.059
C  -0.598  1.038  6.664  -0.283
C  -1.542  1.998  6.318  -0.047
C  -2.190  1.950  5.091  -0.050
C  -1.883  0.941  4.193  -0.269
C  -0.953  -0.037  4.528  -0.064
C  -0.320  0.017  5.758  -0.036
S  -2.624  0.925  2.567  0.549
O  -3.853  1.673  2.709  -0.316
O  -1.620  1.521  1.661  -0.415
N  -2.684  -0.541  2.112  -0.326
C  -3.283  -1.670  2.780  -0.162
C  -2.447  -2.911  2.402  -0.640
O  -2.701  -3.978  2.947  0.009
O  -1.537  -2.693  1.520  -0.149
H  -0.322  1.845  8.644  0.069
H  1.172  1.331  7.859  0.075
H  0.059  0.126  8.497  0.077
H  -1.779  2.789  7.020  0.105
H  -2.936  2.683  4.815  0.109
H  -0.724  -0.822  3.820  0.105
H  0.403  -0.748  6.020  0.116
H  -4.314  -1.848  2.457  0.120
H  -3.292  -1.581  3.872  0.114
C  4.589  -0.135  4.410  -0.033
C  4.323  -0.828  3.089  -0.450
C  4.872  -2.240  3.025  -0.037
O  2.891  -0.899  2.913  -0.174
P  2.151  -0.176  1.714  0.517
O  0.693  -0.317  1.876  -0.282
C  2.884  -0.843  0.210  -0.180
P  2.004  -0.221  -1.220  0.521
O  0.615  0.240  -1.009  -0.352
O  2.772  1.092  -1.705  -0.189
C  4.169  1.143  -2.034  -0.455
C  4.286  1.771  -3.410  -0.034
C  4.886  1.953  -0.968  -0.034
O  2.341  -1.310  -2.307  -0.157
C  2.003  -1.087  -3.710  -0.427
C  3.171  -1.622  -4.512  -0.039
C  0.704  -1.781  -4.048  -0.026
O  2.743  1.292  1.694  -0.190
C  2.116  2.554  2.098  -0.390
C  1.181  3.030  1.009  -0.042
C  1.441  2.436  3.449  -0.030
H  5.662  -0.077  4.598  0.084
H  4.114  -0.693  5.218  0.090
H  4.179  0.875  4.398  0.069
H  4.754  -0.229  2.281  0.125
H  4.467  -2.836  3.845  0.090
H  5.960  -2.221  3.112  0.085
H  4.596  -2.723  2.087  0.077
H  2.802  -1.933  0.241  0.072
H  3.928  -0.533  0.146  0.077
H  4.569  0.123  -2.061  0.134
H  3.816  2.755  -3.402  0.092
H  3.785  1.158  -4.159  0.062
H  5.334  1.883  -3.691  0.087
H  4.518  2.980  -0.975  0.092
H  5.960  1.962  -1.161  0.085
H  4.703  1.539  0.024  0.059
H  1.902  -0.006  -3.866  0.120
H  3.283  -2.689  -4.313  0.092
H  4.102  -1.119  -4.248  0.067
H  2.983  -1.480  -5.577  0.089
H  0.825  -2.860  -3.957  0.090
H  0.412  -1.530  -5.070  0.096
H  -0.091  -1.474  -3.373  0.060
H  2.981  3.220  2.168  0.137
H  0.304  2.386  0.941  0.042
H  1.684  3.050  0.042  0.070
H  0.837  4.037  1.254  0.096
H  0.538  1.837  3.363  0.059
H  1.156  3.432  3.791  0.095
H  2.106  1.988  4.190  0.075
C  -1.981  4.642  -3.675  -0.212
N  -0.651  4.033  -3.680  -0.157
C  -0.648  2.965  -4.676  -0.212
N  -1.694  1.966  -4.496  -0.146
C  -2.986  2.649  -4.465  -0.197
N  -3.078  3.706  -3.462  -0.155
C  -3.046  3.147  -2.104  -0.311
P  -1.495  2.202  -1.687  1.054
C  -0.319  3.500  -2.350  -0.334
C  -1.481  1.198  -3.264  -0.314
H  -2.130  5.125  -4.646  0.118
H  -2.013  5.408  -2.896  0.120
H  0.325  2.466  -4.654  0.117
H  -0.783  3.425  -5.662  0.118
H  -3.769  1.912  -4.275  0.127
H  -3.154  3.099  -5.448  0.119
H  -3.893  2.468  -1.976  0.070
H  -3.172  3.959  -1.383  0.087
H  0.683  3.057  -2.386  0.068
H  -0.278  4.335  -1.643  0.079
H  -2.245  0.421  -3.194  0.080
H  -0.511  0.701  -3.329  0.054

Summary:
F_max ... 0.616 eV/A
E_HOMO ... -4.6 eV
Frontier orbital gap ... 6.5 eV
Total charge ... -1
Relative energy (zero: lowest compared OMol25 entry of this formula, charge and spin) ... 3.9 kcal per mole
DFT total energy ... -4444.1142 a.u.



# 3
Computed, not measured: a structure of composition C43H64BCl3F4N5O3SiTi, with ωB97M-V with the def2-TZVPD basis set.

Last column: Löwdin spin population.
Atoms and positions in Å:
Ti  0.160  0.327  0.827  0.000
C  0.567  2.537  4.696  0.000
C  0.680  1.025  4.811  0.000
N  1.501  0.413  3.769  0.000
C  2.930  0.726  3.917  0.000
C  3.422  1.954  3.170  0.000
C  1.332  -1.033  3.763  0.000
C  1.659  -1.698  2.394  0.000
N  1.779  -0.768  1.254  0.000
C  3.017  -0.472  0.723  0.000
C  3.058  0.381  -0.393  0.000
F  1.866  0.708  -0.955  0.000
C  4.209  0.866  -0.965  0.000
F  4.113  1.735  -1.982  0.000
C  5.451  0.460  -0.516  0.000
C  5.451  -0.452  0.515  0.000
F  6.621  -0.903  0.995  0.000
C  4.294  -0.913  1.121  0.000
F  4.483  -1.762  2.157  0.000
H  -0.194  2.896  5.391  0.000
H  0.272  2.817  3.682  0.000
H  1.498  3.048  4.939  0.000
H  -0.319  0.597  4.730  0.000
H  1.060  0.756  5.812  0.000
H  3.488  -0.132  3.550  0.000
H  3.173  0.805  4.988  0.000
H  3.028  1.952  2.155  0.000
H  4.513  1.943  3.121  0.000
H  3.122  2.884  3.646  0.000
H  0.303  -1.259  4.032  0.000
H  1.971  -1.500  4.529  0.000
H  0.854  -2.400  2.174  0.000
H  2.563  -2.282  2.507  0.000
H  6.366  0.821  -0.960  0.000
O  -1.783  1.320  0.294  0.001
H  -2.273  1.555  1.108  0.000
H  -1.590  2.171  -0.125  0.000
O  -0.994  -0.602  1.938  0.001
H  -1.615  -0.700  3.204  0.001
H  -1.346  -1.426  1.560  0.000
Cl  -3.118  2.241  6.394  0.141
C  -3.996  1.763  5.045  0.467
Cl  -2.240  -1.032  4.438  0.004
Cl  -5.446  0.930  5.230  0.140
C  -3.480  1.966  3.760  0.061
N  -3.040  2.132  2.705  0.183
C  -4.696  -1.041  0.875  0.000
C  -3.818  -1.879  -0.054  0.000
C  -4.723  -2.758  -0.928  0.000
C  -2.800  -2.760  0.664  0.000
C  -3.154  -3.426  1.834  0.000
C  -2.280  -4.322  2.422  0.000
C  -1.066  -4.601  1.815  0.000
C  -0.660  -3.963  0.644  0.000
C  0.616  -4.463  -0.023  0.000
C  1.674  -3.419  -0.382  0.000
C  0.284  -5.320  -1.251  0.000
C  -1.517  -2.988  0.122  0.000
N  -1.130  -2.188  -0.991  0.000
B  -0.541  -0.854  -1.017  0.000
N  -0.673  -0.513  -2.428  0.000
C  -1.283  -1.565  -3.119  0.000
C  -1.546  -2.563  -2.270  0.000
C  -0.209  0.591  -3.208  0.000
C  -0.980  1.760  -3.276  0.000
C  -0.479  2.832  -4.009  0.000
C  0.718  2.722  -4.700  0.000
C  1.400  1.517  -4.717  0.000
C  0.938  0.423  -3.992  0.000
C  1.530  -0.959  -4.234  0.000
C  1.123  -1.414  -5.642  0.000
C  3.044  -1.064  -4.082  0.000
C  -2.393  1.791  -2.718  0.000
C  -2.840  3.164  -2.222  0.000
C  -3.371  1.308  -3.798  0.000
H  -5.246  -0.308  0.283  0.000
H  -4.120  -0.508  1.628  0.000
H  -5.433  -1.657  1.395  0.000
H  -3.277  -1.194  -0.708  0.000
H  -5.237  -3.497  -0.311  0.000
H  -4.161  -3.285  -1.698  0.000
H  -5.477  -2.143  -1.423  0.000
H  -4.120  -3.241  2.286  0.000
H  -2.555  -4.826  3.339  0.000
H  -0.408  -5.339  2.258  0.000
H  1.067  -5.134  0.713  0.000
H  1.275  -2.635  -1.027  0.000
H  2.494  -3.911  -0.910  0.000
H  2.089  -2.949  0.508  0.000
H  -0.035  -4.698  -2.088  0.000
H  -0.502  -6.045  -1.036  0.000
H  1.175  -5.867  -1.566  0.000
H  -1.443  -1.523  -4.183  0.000
H  -2.023  -3.510  -2.455  0.000
H  -1.039  3.757  -4.058  0.000
H  1.101  3.569  -5.255  0.000
H  2.294  1.419  -5.320  0.000
H  1.083  -1.651  -3.521  0.000
H  1.657  -0.838  -6.401  0.000
H  0.054  -1.280  -5.817  0.000
H  1.363  -2.469  -5.785  0.000
H  3.568  -0.268  -4.612  0.000
H  3.386  -2.018  -4.489  0.000
H  3.339  -1.033  -3.038  0.000
H  -2.444  1.092  -1.885  0.000
H  -2.995  3.858  -3.051  0.000
H  -2.119  3.621  -1.545  0.000
H  -3.789  3.075  -1.691  0.000
H  -3.348  1.983  -4.656  0.000
H  -4.390  1.286  -3.407  0.000
H  -3.124  0.306  -4.147  0.000
C  -0.793  4.538  0.642  0.000
Si  0.880  3.688  0.502  0.000
C  1.547  3.883  -1.219  0.000
C  2.024  4.631  1.630  0.000
O  0.699  2.085  0.844  0.000
H  -0.646  5.555  1.011  0.000
H  -1.472  4.040  1.340  0.000
H  -1.290  4.627  -0.326  0.000
H  1.430  4.916  -1.557  0.000
H  1.043  3.232  -1.935  0.000
H  2.613  3.643  -1.249  0.000
H  2.006  5.665  1.272  0.000
H  3.054  4.281  1.579  0.000
H  1.709  4.634  2.674  0.000

Summary:
F_max ... 0.938 eV/A
E_HOMO (alpha / beta) ... -7.8 / -7.8 eV
Frontier orbital gap (alpha / beta) ... 8.1 / 5.8 eV
2S+1 ... 2
Relative energy (zero: lowest compared OMol25 entry of this formula, charge and spin) ... 1.9 kcal per mole
DFT total energy ... -5120.4513 a.u.